# 1
Entry from the Open Molecules 2025 dataset: a structure of composition C31H48N8SSi4TeV in a non-equilibrium geometry (ωB97M-V/def2-TZVPD).

Summary:
strongest force on any atom: 5.8 eV/Å
expectation value of S²: 0.8157
total energy: -120175.880 eV
gap between HOMO and LUMO (spin up / spin down): 4.98 / 5.77 eV
highest occupied orbital energy (spin up / spin down): -0.55 / -1.34 eV

Geometry as ORCA input:
```
! wB97M-V def2-TZVPD RIJCOSX def2/J DEFGRID3
* xyz -2 2
V 2.3598 0.9534 1.4788
N 2.8460 4.8587 0.0345
C 2.2209 3.7601 0.7836
N 3.0942 2.6684 1.0875
C 4.4022 2.6819 0.8074
N 5.0749 1.5363 0.8998
N 4.1985 0.5480 1.1705
C 4.5236 -0.7432 1.0847
C 3.4473 -1.6323 1.2154
C 3.5402 -3.0389 1.3251
C 2.4180 -3.7743 1.5940
C 1.1793 -3.1177 1.7385
C 1.1354 -1.7558 1.5575
N 2.2145 -1.0108 1.2936
C 5.0424 3.8443 0.2165
C 6.4103 3.9316 -0.0354
C 6.9378 4.9717 -0.7801
C 6.0932 5.9455 -1.3011
C 4.7332 5.8896 -1.0403
C 4.1960 4.8573 -0.2703
H 2.2799 5.1619 -0.7423
H 1.8397 4.1710 1.7332
H 5.5433 -1.0769 0.9290
H 4.5104 -3.5105 1.2281
H 2.4823 -4.8498 1.7085
H 0.2841 -3.6667 1.9861
H 0.1957 -1.2190 1.6163
H 7.0413 3.1405 0.3482
H 8.0039 5.0240 -0.9675
H 6.4881 6.7511 -1.9089
H 4.0746 6.6556 -1.4351
N 2.1639 1.8157 -1.5707
N 1.2999 2.9277 -1.3995
C 0.9547 3.2436 -0.0049
N -0.0784 4.2686 -0.1320
S 0.2307 1.8352 0.9294
H 2.4406 1.7903 -2.5423
H 1.6499 0.9518 -1.3755
H 0.4156 2.7587 -1.8757
H 0.3228 5.1915 -0.2539
H -0.6401 4.2613 0.7093
C 2.1760 0.9065 3.2333
C 1.9370 0.1858 4.4115
C 2.9665 -0.6051 4.9887
C 2.7129 -1.4425 6.0546
C 1.4427 -1.5194 6.6215
C 0.4267 -0.7281 6.0912
C 0.6608 0.1180 5.0267
H 3.9489 -0.5635 4.5334
H 3.5120 -2.0603 6.4517
H 1.2436 -2.1886 7.4499
H -0.5710 -0.7915 6.5136
H -0.1421 0.7072 4.5996
C -2.0604 -4.4410 -0.0545
Si -3.2064 -2.9298 -0.1043
C -3.2881 -2.2379 1.6638
C -4.9429 -3.6673 -0.4131
Si -2.6311 -1.3869 -1.7651
Te -0.3109 -0.7109 -1.9180
Si -3.1409 -2.4238 -3.8149
C -4.9002 -3.0506 -4.2343
C -2.7177 -1.2467 -5.2481
C -2.0328 -3.9570 -4.0189
Si -4.0194 0.4740 -1.5112
C -3.4724 1.9387 -2.5876
C -5.8275 0.1051 -2.0076
C -4.0864 1.1518 0.2594
H -2.3330 -5.1444 0.7372
H -1.0291 -4.1265 0.1100
H -2.0816 -4.9758 -1.0074
H -3.3327 -3.0265 2.4189
H -4.1697 -1.6055 1.7889
H -2.4139 -1.6190 1.8817
H -5.2293 -4.3924 0.3538
H -4.9789 -4.1746 -1.3796
H -5.7031 -2.8815 -0.4291
H -5.6274 -2.2361 -4.1867
H -5.2244 -3.8125 -3.5217
H -4.9539 -3.4881 -5.2347
H -3.5003 -0.4919 -5.3718
H -2.5883 -1.7624 -6.2030
H -1.7877 -0.7200 -5.0210
H -2.4321 -4.8008 -3.4481
H -1.0364 -3.7396 -3.6263
H -1.9221 -4.2740 -5.0590
H -3.2636 1.6224 -3.6127
H -2.5499 2.3612 -2.1829
H -4.2232 2.7331 -2.6212
H -5.8797 -0.2456 -3.0413
H -6.4749 0.9817 -1.9181
H -6.2449 -0.6832 -1.3750
H -3.0702 1.3036 0.6341
H -4.5855 0.4539 0.9355
H -4.6115 2.1088 0.3178
*
```


# 2
Entry from the Open Molecules 2025 dataset: a structure of composition C31H48NOP3SSn (ωB97M-V/def2-TZVPD).

Summary:
strongest force on any atom: 1.0 eV/Å
total energy: -80994.230 eV
gap between HOMO and LUMO: 7.54 eV
highest occupied orbital energy: -7.07 eV

Geometry as ORCA input:
```
! wB97M-V def2-TZVPD RIJCOSX def2/J DEFGRID3
* xyz 0 1
Sn 0.5687 -1.1466 0.1427
O 0.8983 -1.5009 2.3620
N 1.3835 -2.6418 2.8431
C 1.3047 -2.8121 4.1797
C 1.7669 -3.9393 4.7995
C 2.3623 -4.9327 4.0151
C 2.4565 -4.7397 2.6619
C 1.9502 -3.5817 2.0384
S 2.0539 -3.3587 0.3579
H 0.8527 -1.9861 4.7071
H 1.6722 -4.0349 5.8703
H 2.7411 -5.8354 4.4743
H 2.9173 -5.4695 2.0131
C 5.3151 -2.2342 -1.0061
P 4.2625 -0.7540 -0.6761
C 5.3166 -0.0149 0.6541
C 4.7658 0.3791 -2.0424
C 5.7066 0.0260 -3.0090
C 6.0732 0.9186 -4.0035
C 5.4964 2.1758 -4.0555
C 4.5350 2.5311 -3.1248
C 4.1554 1.6508 -2.1149
P 2.8485 2.0739 -0.8875
C 3.4850 3.7026 -0.2736
C 1.5419 2.7006 -2.0318
H 6.3665 -1.9837 -1.1597
H 4.9267 -2.7828 -1.8646
H 5.2271 -2.8818 -0.1340
H 6.3009 0.2528 0.2677
H 5.4280 -0.7508 1.4522
H 4.8292 0.8708 1.0612
H 6.1588 -0.9568 -2.9935
H 6.8120 0.6268 -4.7395
H 5.7848 2.8735 -4.8317
H 4.0770 3.5114 -3.1907
H 3.8343 4.3444 -1.0838
H 4.3054 3.5273 0.4229
H 2.6771 4.2026 0.2631
H 1.8500 3.5976 -2.5706
H 0.6506 2.9230 -1.4433
H 1.2913 1.9123 -2.7423
C -1.2215 -2.5895 0.1308
C -2.5144 -2.2587 -0.6623
C -5.0292 -1.7637 -0.5467
C -5.2479 -1.1067 -1.8745
C -4.3876 -0.8208 -2.8505
C -2.9370 -0.9470 -2.8385
C -2.1564 -1.4920 -1.9061
H -0.7863 -3.4763 -0.3421
H -1.4929 -2.9072 1.1448
H -5.8151 -1.4184 0.1275
H -6.3008 -0.9326 -2.0829
H -4.8032 -0.4265 -3.7726
H -2.4422 -0.5315 -3.7105
H -1.0901 -1.5002 -2.1273
C -4.9267 2.4211 -0.2359
C -3.4128 2.3765 -0.4228
C -3.1004 2.4049 -1.9226
P -2.4377 1.0214 0.4701
C -2.2855 1.9670 2.0977
C -1.1764 3.0112 1.9370
C -1.9542 1.0938 3.3070
C -3.4747 -0.4208 1.0633
C -3.6859 -1.7044 0.2002
C -4.7681 -0.0581 1.7954
H -5.3223 3.3018 -0.7488
H -5.2228 2.4793 0.8111
H -5.3851 1.5429 -0.6929
H -2.9845 3.2838 0.0132
H -3.7274 1.6836 -2.4370
H -2.0580 2.1587 -2.1228
H -3.3144 3.3945 -2.3342
H -3.2337 2.4854 2.2831
H -0.2299 2.5261 1.6817
H -1.0353 3.5559 2.8736
H -1.4001 3.7491 1.1648
H -1.0556 0.5064 3.1276
H -2.7665 0.4178 3.5709
H -1.7638 1.7321 4.1735
H -2.7613 -0.7627 1.8231
H -5.2442 -2.8272 -0.7061
H -3.8042 -2.4763 0.9731
H -2.9033 -3.2239 -1.0200
H -5.5362 0.3018 1.1183
H -4.5963 0.7081 2.5509
H -5.1578 -0.9411 2.3111
*
```


# 3
Entry from the Open Molecules 2025 dataset: a structure of composition C31H49BClIrO2P in a non-equilibrium geometry (ωB97M-V/def2-TZVPD).

Summary:
strongest force on any atom: 3.6 eV/Å
expectation value of S²: 6.0131
total energy: -62361.435 eV
gap between HOMO and LUMO (spin up / spin down): 2.37 / 7.27 eV
highest occupied orbital energy (spin up / spin down): 0.18 / -4.76 eV

Geometry as ORCA input:
```
! wB97M-V def2-TZVPD RIJCOSX def2/J DEFGRID3
* xyz -1 5
Ir -1.5583 0.2173 0.5854
Cl -3.1008 1.3690 2.0871
P 0.3775 -0.4306 -0.1995
C -0.7226 4.0918 -2.4619
H 0.2965 3.8703 -2.8066
H -0.8129 4.5250 -1.4576
C 0.3027 -2.1843 0.4581
C 1.8430 0.5105 0.5522
C 1.2273 -3.2169 -0.1594
H 0.5464 -2.0508 1.5279
C 1.1349 -4.5063 0.6734
H 0.8990 -3.4051 -1.1933
H 2.2625 -2.8491 -0.1958
C -0.3058 -5.0097 0.9037
H 1.7376 -5.2785 0.1817
H 1.6008 -4.3092 1.6505
C -1.2635 -3.8975 1.3503
H -0.6784 -5.4629 -0.0283
H -0.2733 -5.8056 1.6573
C -1.1366 -2.7033 0.4020
H -2.2931 -4.2780 1.3880
H -1.0191 -3.5705 2.3721
H -1.3735 -3.0401 -0.6197
H -1.8310 -1.8625 0.6702
C 0.7309 -0.4724 -2.0555
C 2.2895 1.7461 -0.2574
H 1.4207 0.8816 1.5029
C 3.4932 2.4586 0.3807
H 2.5613 1.4481 -1.2801
H 1.4475 2.4476 -0.3610
C 4.6460 1.5164 0.7503
H 3.8593 3.2297 -0.3074
H 3.1530 2.9775 1.2872
C 4.1799 0.2842 1.5313
H 5.1684 1.1925 -0.1617
H 5.3844 2.0608 1.3490
C 3.0087 -0.4339 0.8569
H 5.0059 -0.4274 1.6454
H 3.8696 0.5853 2.5412
H 3.3647 -0.8823 -0.0843
H 2.6696 -1.2618 1.4942
C -0.2570 -1.3419 -2.8439
H 0.5596 0.5832 -2.3456
C -0.1095 -1.0699 -4.3481
H -0.0596 -2.4063 -2.6398
H -1.2892 -1.1524 -2.5250
C 1.3219 -1.2897 -4.8519
H -0.8016 -1.7119 -4.9048
H -0.4011 -0.0284 -4.5469
C 2.3882 -0.6249 -3.9730
H 1.5270 -2.3665 -4.9130
H 1.4142 -0.9022 -5.8717
C 2.1692 -0.8385 -2.4695
H 3.3858 -0.9982 -4.2396
H 2.3901 0.4570 -4.1731
H 2.3678 -1.8897 -2.2047
H 2.9109 -0.2398 -1.9269
C -2.8092 0.1347 -0.7924
C -1.8034 3.6108 -3.0813
H -2.2449 0.3286 -1.7241
C -3.2931 3.7117 -2.6426
H -1.6868 3.3026 -4.1152
C -3.7731 3.2350 -1.2443
H -3.3738 4.8070 -2.5481
H -4.0288 3.3063 -3.3797
C -4.6565 1.9802 -1.0482
H -2.9330 3.2958 -0.5552
H -4.4085 4.0719 -0.8649
C -4.2118 0.4764 -1.0497
H -5.1524 2.1236 -0.0834
H -5.4477 2.1049 -1.7943
H -4.8786 -0.0492 -0.3432
H -4.3592 0.0554 -2.0709
O -0.3629 1.5919 3.1033
B -1.2073 0.5792 2.5510
O -1.3834 -0.5077 3.4661
C -0.9069 -0.0103 4.6304
C -1.2677 -0.4275 5.8980
C -1.0990 0.4880 6.9386
C -0.5700 1.7554 6.7218
C -0.1627 2.1554 5.4447
C -0.3209 1.2575 4.4185
H -1.6783 -1.4228 6.0378
H -1.3988 0.1918 7.9493
H -0.4590 2.4618 7.5502
H 0.2485 3.1385 5.2360
*
```